ORCA calculation (ωB97M-V with the def2-TZVPD basis set) on a molecular structure, C14H38BN2O15S5.

Output
- frontier orbital gap (eV) = 7.694
- LUMO (eV) = 2.1
- charge = -1

Cartesian coordinates (Å):
1 C 3.651 -5.693 5.093
2 C 3.672 -4.654 3.969
3 C 3.473 -3.241 4.507
4 O 2.865 -2.465 3.464
5 S 2.002 -1.166 3.841
6 O 2.540 -0.088 3.039
7 O 2.090 -0.997 5.277
8 N 0.541 -1.498 3.339
9 S 0.006 -2.991 3.251
10 O 0.303 -3.791 4.447
11 O 0.331 -3.651 1.984
12 B -1.865 -2.747 3.166
13 O -2.331 -1.509 2.794
14 N -2.771 -3.824 3.511
15 C -2.239 -5.186 3.446
16 C -3.395 -3.554 4.815
17 H 3.703 -6.710 4.690
18 H 4.484 -5.563 5.794
19 H 2.712 -5.605 5.651
20 H 2.833 -4.848 3.289
21 H 4.597 -4.721 3.383
22 H 4.424 -2.765 4.780
23 H 2.812 -3.255 5.377
24 H -3.117 -1.577 2.248
25 H -1.705 -5.464 4.364
26 H -1.547 -5.275 2.604
27 H -3.066 -5.891 3.280
28 H -4.420 -3.948 4.845
29 H -2.803 -4.005 5.623
30 H -3.456 -2.476 4.997
31 O 0.800 5.397 -0.497
32 S 1.686 4.271 -0.418
33 O 1.313 3.055 -1.071
34 O 2.059 4.011 1.089
35 C 0.979 3.826 2.050
36 C 0.357 2.453 1.999
37 C 3.295 4.737 -0.960
38 H 0.253 4.627 1.900
39 H 1.464 3.989 3.011
40 H -0.176 2.283 1.063
41 H -0.354 2.346 2.819
42 H 1.118 1.681 2.106
43 H 3.583 5.656 -0.459
44 H 3.227 4.887 -2.036
45 H 3.981 3.927 -0.731
46 O -1.409 1.260 -2.127
47 S -1.036 -0.068 -2.538
48 O -1.793 -1.176 -2.040
49 O 0.500 -0.275 -2.297
50 C 1.045 0.034 -0.966
51 C 0.737 -1.009 0.074
52 C -1.006 -0.113 -4.294
53 H 0.692 1.026 -0.686
54 H 2.115 0.107 -1.151
55 H -0.328 -1.058 0.301
56 H 1.261 -0.755 0.994
57 H 1.053 -2.002 -0.244
58 H -0.433 0.739 -4.643
59 H -2.040 -0.030 -4.624
60 H -0.577 -1.051 -4.634
61 O -0.624 4.614 -6.373
62 S -1.609 3.637 -6.012
63 O -1.411 2.271 -6.400
64 O -3.024 4.128 -6.554
65 C -3.110 4.480 -7.955
66 C -3.136 3.273 -8.868
67 C -1.959 3.711 -4.294
68 H -2.288 5.155 -8.197
69 H -4.039 5.042 -8.024
70 H -2.192 2.731 -8.842
71 H -3.319 3.604 -9.892
72 H -3.928 2.586 -8.572
73 H -2.136 4.746 -4.017
74 H -1.090 3.314 -3.771
75 H -2.824 3.088 -4.085